Entry 1:
Density functional theory data (ωB97M-V/def2-TZVPD) for a cluster of 2 separate species, C3H10NO in total at a distorted geometry.

Summary:
- HOMO-LUMO gap (eV) = 7.1
- total charge = -1
- maximum force (eV Å⁻¹) = 1.65
- relative energy (zero: lowest compared OMol25 entry of this formula, charge and spin) (kcal/mol) = 19.4
- energy (eV) = -6809.93341
- highest occupied orbital energy (eV) = -2.51

Last column: natural (NBO) charge in e.
Cartesian coordinates (Å):
1 C 1.52 -0.43 -0.01  -0.694
2 C 1.46 1.10 -0.10  -0.205
3 N 0.31 1.74 0.56  -0.890
4 H 0.47 -0.83 -0.18  0.320
5 H 2.16 -0.81 -0.83  0.166
6 H 1.92 -0.83 0.93  0.163
7 H 2.39 1.58 0.22  0.148
8 H 1.39 1.36 -1.17  0.162
9 H 0.51 1.92 1.53  0.323
10 H -0.48 1.10 0.44  0.424
11 C -2.04 -1.63 -0.20  -0.207
12 O -1.23 -0.52 -0.32  -0.991
13 H -1.88 -2.24 0.72  0.092
14 H -3.12 -1.33 -0.18  0.093
15 H -1.94 -2.25 -1.13  0.097

Entry 2:
Density functional theory data (ωB97M-V/def2-TZVPD) for a cluster of 2 separate species, C5H13P in total at a distorted geometry.

Summary:
- HOMO-LUMO gap (eV) = 9.0
- maximum force (eV Å⁻¹) = 6.31
- relative energy (zero: lowest compared OMol25 entry of this formula, charge and spin) (kcal/mol) = 93.5
- energy (eV) = -14680.04827
- highest occupied orbital energy (eV) = -8.58

Last column: natural (NBO) charge in e.
Cartesian coordinates (Å):
1 C -0.99 -1.28 -0.02  -0.606
2 C -1.46 1.07 -0.27  -0.596
3 C 1.44 0.13 -1.27  -0.688
4 C -0.60 0.06 0.45  -0.381
5 C 0.85 0.13 0.14  -0.151
6 P 1.93 -0.48 1.59  0.321
7 H -0.75 -1.49 -1.10  0.204
8 H -2.09 -1.36 0.12  0.220
9 H -0.56 -2.17 0.45  0.214
10 H -2.27 0.57 -0.79  0.203
11 H -0.91 1.62 -1.02  0.218
12 H -1.95 1.79 0.39  0.221
13 H 0.80 0.40 -2.01  0.213
14 H 2.29 0.71 -1.21  0.237
15 H 1.55 -0.92 -1.50  0.195
16 H -0.79 0.13 1.54  0.223
17 H 1.30 1.94 0.30  0.002
18 H 0.90 -1.40 1.62  -0.050
19 H 1.32 0.52 2.59  0.000

Entry 3:
Density functional theory data (ωB97M-V/def2-TZVPD) for a cluster of 10 separate species, C23H52Br14Cl2N2O2 in total at a distorted geometry.

Summary:
- HOMO-LUMO gap (eV) = 9.5
- maximum force (eV Å⁻¹) = 2.12
- relative energy (zero: lowest compared OMol25 entry of this formula, charge and spin) (kcal/mol) = 42.9
- SMILES string = COC[C@H](C)N.COC[C@H](C)N.BrCCBr.BrCCBr.BrCCBr.BrCCBr.BrCCBr.BrCCBr.BrCCBr.ClCCl
- energy (eV) = -1037407.00295
- highest occupied orbital energy (eV) = -9.41

Last column: Mulliken charge in e.
Cartesian coordinates (Å):
1 C -18.98 14.41 22.08  -0.787
2 O -17.84 14.07 21.36  -0.274
3 C -17.76 12.65 21.02  -0.874
4 C -16.43 12.30 20.26  0.369
5 C -15.19 12.71 21.06  -1.493
6 N -16.33 13.05 18.98  -0.641
7 H -19.95 14.29 21.60  0.305
8 H -18.95 15.47 22.33  0.270
9 H -19.08 13.87 23.02  0.269
10 H -17.93 12.01 21.88  0.526
11 H -18.61 12.42 20.37  0.375
12 H -16.42 11.26 19.94  0.452
13 H -15.16 13.77 21.35  0.220
14 H -14.23 12.56 20.57  0.416
15 H -15.15 12.04 21.92  0.391
16 H -16.84 13.90 19.14  0.234
17 H -16.78 12.58 18.21  0.241
18 C -21.94 15.28 12.19  -0.748
19 O -21.49 15.03 13.52  -0.308
20 C -20.55 13.93 13.63  -0.654
21 C -20.42 13.33 15.04  0.405
22 C -20.04 14.39 16.10  -1.190
23 N -19.32 12.36 15.14  -0.715
24 H -22.06 14.43 11.52  0.319
25 H -21.32 15.99 11.63  0.277
26 H -22.95 15.68 12.29  0.259
27 H -20.87 13.08 13.04  0.322
28 H -19.60 14.27 13.23  0.334
29 H -21.38 12.86 15.23  0.251
30 H -19.79 13.86 17.01  0.271
31 H -20.85 15.12 16.23  0.358
32 H -19.17 14.99 15.82  0.303
33 H -19.60 11.60 14.55  0.264
34 H -19.49 11.98 16.06  0.250
35 Br -23.62 9.20 21.77  -0.169
36 C -22.93 10.81 22.72  -0.506
37 C -24.02 11.15 23.69  -0.655
38 Br -23.51 12.76 24.69  -0.173
39 H -22.73 11.53 21.93  0.353
40 H -22.02 10.47 23.21  0.353
41 H -24.26 10.34 24.38  0.396
42 H -25.03 11.38 23.35  0.401
43 Br -9.36 16.71 18.74  -0.163
44 C -10.53 17.77 19.92  -0.489
45 C -11.83 17.08 20.10  -0.645
46 Br -13.16 18.17 21.15  -0.166
47 H -10.65 18.72 19.40  0.356
48 H -9.94 17.93 20.83  0.355
49 H -11.72 16.14 20.64  0.370
50 H -12.38 16.78 19.21  0.383
51 Br -20.56 19.44 19.78  -0.170
52 C -18.79 19.82 20.62  -0.524
53 C -18.76 21.37 20.90  -0.625
54 Br -17.42 21.78 22.28  -0.160
55 H -17.98 19.47 19.98  0.365
56 H -18.77 19.30 21.57  0.338
57 H -19.75 21.80 21.08  0.416
58 H -18.44 21.85 19.97  0.361
59 Br -10.35 12.14 23.56  -0.095
60 C -8.61 13.02 23.58  -0.620
61 C -8.36 13.78 24.91  -0.619
62 Br -9.59 15.38 24.89  -0.149
63 H -8.44 13.66 22.72  0.392
64 H -7.86 12.23 23.54  0.346
65 H -7.36 14.21 24.96  0.369
66 H -8.59 13.17 25.78  0.375
67 Br -13.87 7.34 19.22  -0.187
68 C -12.20 8.42 19.41  -0.617
69 C -12.22 9.47 18.34  -0.604
70 Br -10.64 10.63 18.74  -0.165
71 H -11.33 7.78 19.26  0.412
72 H -12.12 8.86 20.41  0.405
73 H -13.09 10.12 18.34  0.358
74 H -12.10 8.96 17.38  0.398
75 Br -17.70 7.33 23.09  -0.112
76 C -17.74 5.43 22.66  -0.576
77 C -16.68 4.68 23.49  -0.601
78 Br -17.30 4.40 25.38  -0.132
79 H -17.71 5.37 21.58  0.357
80 H -18.71 5.02 22.94  0.357
81 H -15.71 5.19 23.56  0.370
82 H -16.63 3.64 23.18  0.338
83 Br -15.93 12.12 26.18  -0.160
84 C -16.66 13.93 26.58  -0.607
85 C -15.91 15.01 25.82  -0.515
86 Br -16.64 16.86 26.17  -0.164
87 H -16.69 14.07 27.66  0.415
88 H -17.72 13.90 26.35  0.363
89 H -15.95 14.83 24.75  0.258
90 H -14.84 14.97 26.03  0.413
91 Cl -12.49 15.41 14.42  -0.159
92 C -13.29 13.86 14.90  -0.159
93 Cl -12.29 12.55 14.28  -0.155
94 H -13.25 13.68 15.97  0.195
95 H -14.32 13.82 14.55  0.272

Entry 4:
Density functional theory data (ωB97M-V/def2-TZVPD) for a structure of composition C24H45HfN7SbSi3.

Summary:
- HOMO-LUMO gap (eV) = 7.5
- total charge = +3
- maximum force (eV Å⁻¹) = 0.84
- energy (eV) = -67506.85757
- highest occupied orbital energy (eV) = -16.40

Last column: Mulliken charge in e.
Cartesian coordinates (Å):
1 Hf -0.36 -1.26 -1.26  -0.196
2 C -0.26 -2.52 1.12  -1.299
3 Sb -0.44 -0.47 1.87  0.374
4 C -1.51 -0.02 -0.05  2.266
5 C -1.51 1.45 -0.42  -0.862
6 C -0.83 1.93 -1.54  -0.526
7 C -0.90 3.28 -1.86  -0.879
8 C -1.66 4.12 -1.04  -0.509
9 C -2.29 3.56 0.06  -0.629
10 N -2.22 2.26 0.37  -0.221
11 Si -3.38 -0.53 0.15  0.068
12 C -3.58 -2.40 0.17  -1.124
13 C -4.25 0.18 1.63  -1.038
14 C -4.14 0.07 -1.47  -1.017
15 C 1.72 -0.08 1.63  2.074
16 C 2.35 -0.32 0.33  -1.337
17 C 3.75 -0.20 0.20  -1.226
18 C 4.40 -0.44 -0.99  -0.849
19 C 3.67 -0.82 -2.12  -1.262
20 C 2.32 -0.95 -1.96  0.085
21 N 1.66 -0.70 -0.79  0.998
22 Si 2.54 -1.34 2.95  0.646
23 C 1.26 -1.79 4.24  -1.324
24 C 4.03 -0.68 3.85  -1.256
25 C 3.11 -2.88 2.04  -1.188
26 Si 2.04 1.76 2.28  0.112
27 C 3.82 2.31 2.15  -1.146
28 C 1.08 2.94 1.20  -0.854
29 C 1.40 1.85 4.03  -1.004
30 H -1.21 -2.88 0.73  0.163
31 H 0.03 -3.20 1.92  0.480
32 H 0.57 -2.67 0.39  0.308
33 H -0.23 1.29 -2.18  0.429
34 H -0.37 3.68 -2.71  0.520
35 H -1.74 5.17 -1.25  0.496
36 H -2.88 4.17 0.72  0.540
37 H -3.25 -2.89 1.09  0.358
38 H -3.15 -2.93 -0.69  0.247
39 H -4.66 -2.60 0.10  0.517
40 H -3.79 -0.13 2.57  0.330
41 H -5.27 -0.20 1.64  0.426
42 H -4.27 1.27 1.61  0.330
43 H -3.67 -0.46 -2.32  0.119
44 H -4.02 1.14 -1.60  0.399
45 H -5.20 -0.17 -1.49  0.588
46 H 4.32 0.08 1.07  0.508
47 H 5.48 -0.33 -1.04  0.544
48 H 4.14 -1.02 -3.07  0.518
49 H 1.70 -1.24 -2.82  0.481
50 H 0.83 -0.94 4.76  0.389
51 H 1.80 -2.37 4.99  0.478
52 H 0.43 -2.44 3.92  0.407
53 H 3.86 0.21 4.45  0.363
54 H 4.91 -0.52 3.22  0.394
55 H 4.31 -1.48 4.54  0.494
56 H 2.35 -3.42 1.47  0.287
57 H 3.48 -3.58 2.80  0.526
58 H 3.95 -2.69 1.38  0.380
59 H 4.13 2.48 1.12  0.380
60 H 4.57 1.71 2.66  0.371
61 H 3.83 3.29 2.64  0.502
62 H 1.31 2.81 0.14  0.279
63 H 1.38 3.96 1.47  0.594
64 H 0.01 2.88 1.34  0.037
65 H 1.97 1.26 4.74  0.301
66 H 0.34 1.60 4.14  0.318
67 H 1.50 2.89 4.35  0.482
68 N -0.67 -3.50 -1.78  -0.742
69 H 0.20 -4.03 -1.75  0.314
70 H -1.01 -3.59 -2.74  0.289
71 H -1.32 -4.02 -1.19  0.343
72 N -2.69 0.85 -7.17  -0.322
73 C -2.70 0.62 -5.88  0.656
74 N -3.74 0.94 -5.12  -0.243
75 N -1.59 0.05 -5.37  -0.534
76 C -1.30 -0.44 -4.27  0.765
77 N -0.86 -0.94 -3.28  -0.551
78 H -3.46 1.28 -7.66  0.224
79 H -1.89 0.57 -7.71  0.261
80 H -4.57 1.36 -5.52  0.238
81 H -3.73 0.80 -4.12  0.140

Entry 5:
Density functional theory data (ωB97M-V/def2-TZVPD) for a structure of composition C18H37O2P3Tl at a distorted geometry.

Summary:
- HOMO-LUMO gap (alpha / beta) (eV) = 2.0 / 3.6
- total charge = +3
- maximum force (eV Å⁻¹) = 4.25
- relative energy (zero: lowest compared OMol25 entry of this formula, charge and spin) (kcal/mol) = 25.2
- energy (eV) = -55889.48595
- highest occupied orbital energy (alpha / beta) (eV) = -15.77 / -15.85

Last column: natural (NBO) charge in e.
Cartesian coordinates (Å):
1 Tl -1.46 -0.17 0.22  0.969
2 P 1.61 1.20 3.42  1.301
3 P -1.46 2.79 -0.05  0.833
4 P 1.64 -0.35 -0.15  0.948
5 H -1.62 -4.59 1.96  0.204
6 C -0.55 -4.80 1.81  -0.381
7 C 0.36 -4.49 2.74  -0.408
8 H 0.07 -4.07 3.72  0.200
9 C 1.81 1.80 5.14  -0.955
10 C 2.47 2.59 2.59  -0.959
11 C 2.98 -0.03 3.45  -0.957
12 C -2.82 2.61 -1.28  -0.955
13 C -2.21 4.14 0.95  -0.919
14 C -0.32 3.82 -1.08  -0.920
15 C 2.33 -2.00 0.26  -0.951
16 C 3.10 0.61 -0.69  -0.937
17 C 1.05 -0.79 -1.82  -0.953
18 H -0.26 -5.17 0.81  0.207
19 H 1.43 -4.65 2.57  0.204
20 H 1.69 0.97 5.85  0.275
21 H 1.05 2.56 5.34  0.273
22 H 2.82 2.23 5.26  0.286
23 H 1.76 3.43 2.51  0.261
24 H 2.80 2.31 1.58  0.247
25 H 3.32 2.91 3.19  0.296
26 H 2.65 -0.92 3.99  0.275
27 H 3.85 0.40 3.97  0.296
28 H 3.26 -0.32 2.43  0.237
29 H -3.15 3.61 -1.58  0.284
30 H -3.68 2.08 -0.83  0.250
31 H -2.48 2.07 -2.18  0.239
32 H -2.58 4.94 0.29  0.280
33 H -1.46 4.54 1.65  0.257
34 H -3.05 3.73 1.54  0.265
35 H -0.87 4.67 -1.52  0.286
36 H 0.11 3.20 -1.89  0.250
37 H 0.50 4.20 -0.45  0.254
38 H 2.62 -2.52 -0.65  0.280
39 H 1.58 -2.60 0.78  0.274
40 H 3.20 -1.91 0.91  0.259
41 H 3.55 0.15 -1.57  0.290
42 H 3.85 0.68 0.11  0.258
43 H 2.77 1.63 -0.95  0.258
44 H 1.90 -1.14 -2.41  0.278
45 H 0.58 0.06 -2.33  0.254
46 H 0.31 -1.60 -1.75  0.248
47 C -2.15 -1.37 -3.41  0.255
48 C -3.27 -1.07 -4.21  -0.285
49 C -3.69 -2.00 -5.16  -0.157
50 C -2.94 -3.18 -5.35  -0.189
51 C -1.73 -3.38 -4.66  -0.184
52 C -1.31 -2.42 -3.73  -0.235
53 O -1.99 -0.73 -2.17  -0.794
54 H -2.68 -0.01 -2.10  0.494
55 H -3.83 -0.14 -4.03  0.219
56 H -4.60 -1.82 -5.74  0.254
57 H -3.29 -3.93 -6.06  0.251
58 H -1.13 -4.27 -4.85  0.247
59 H -0.35 -2.54 -3.24  0.196
60 O -1.49 -0.73 4.69  -0.372
61 C -0.59 -0.25 4.18  0.521

Entry 6:
Density functional theory data (ωB97M-V/def2-TZVPD) for the ion C5H14ClN4 with charge +1 at a distorted geometry.

Summary:
- HOMO-LUMO gap (alpha / beta) (eV) = 8.2 / 8.2
- total charge = +1
- maximum force (eV Å⁻¹) = 3.44
- relative energy (zero: lowest compared OMol25 entry of this formula, charge and spin) (kcal/mol) = 13.2
- SMILES string = CC(C)(C)N(N)[C@@H](Cl)N=[NH2+]
- energy (eV) = -23883.99851
- highest occupied orbital energy (alpha / beta) (eV) = -13.09 / -13.09

Last column: natural (NBO) charge in e.
Cartesian coordinates (Å):
1 C 1.73 -0.59 -0.63  -0.628
2 C 0.87 0.35 0.26  0.137
3 C 1.28 1.81 -0.10  -0.646
4 C 1.18 -0.16 1.67  -0.641
5 N -0.54 0.23 -0.28  -0.230
6 N -0.98 -0.16 -1.56  -0.634
7 C -1.60 0.24 0.58  0.080
8 Cl -3.09 1.14 0.05  -0.026
9 N -1.80 -1.36 0.73  -0.039
10 N -2.42 -1.91 -0.20  -0.392
11 H 1.18 -1.62 -0.55  0.223
12 H 1.89 -0.24 -1.74  0.224
13 H 2.68 -0.46 -0.06  0.244
14 H 0.61 2.60 0.39  0.231
15 H 1.36 2.11 -1.25  0.237
16 H 2.30 2.04 0.33  0.240
17 H 0.78 0.41 2.46  0.226
18 H 0.87 -1.18 1.83  0.241
19 H 2.21 -0.07 1.89  0.250
20 H -0.33 -0.04 -2.34  0.415
21 H -1.76 0.37 -1.71  0.373
22 H -1.38 0.58 1.61  0.267
23 H -2.00 -2.82 -0.55  0.437
24 H -3.06 -1.29 -0.84  0.411

Entry 7:
Density functional theory data (ωB97M-V/def2-TZVPD) for a cluster of 3 separate species, C4H11NO2 in total at a distorted geometry.

Summary:
- HOMO-LUMO gap (alpha / beta) (eV) = 8.4 / 5.8
- total charge = +1
- maximum force (eV Å⁻¹) = 5.99
- relative energy (zero: lowest compared OMol25 entry of this formula, charge and spin) (kcal/mol) = 89.1
- ⟨S²⟩ = 0.76
- energy (eV) = -9899.13092
- highest occupied orbital energy (alpha / beta) (eV) = -14.28 / -14.27
- spin multiplicity = 2

Last column: natural (NBO) charge in e.
Cartesian coordinates (Å):
1 C -2.05 0.44 -1.57  -0.691
2 C -0.63 0.38 -1.05  0.091
3 C 0.07 -0.75 -0.75  0.133
4 N 1.47 -0.68 -0.53  -0.406
5 C 1.84 0.55 -0.39  0.095
6 H -1.87 0.49 -2.67  0.301
7 H -2.59 1.38 -1.48  0.284
8 H -2.70 -0.42 -1.13  0.258
9 H -0.19 1.35 -1.41  0.228
10 H -0.19 -1.75 -0.42  0.263
11 H 1.26 1.47 -0.59  0.180
12 H 3.10 0.77 -0.36  0.238
13 H 1.58 -1.40 1.58  0.457
14 H 2.91 -0.59 1.76  0.455
15 O 2.34 -1.27 2.25  -0.903
16 H -2.03 -0.51 2.06  0.488
17 H -1.17 0.58 2.77  0.505
18 O -1.15 -0.04 1.93  -0.975

Entry 8:
Density functional theory data (ωB97M-V/def2-TZVPD) for an isolated molecule of C4H7NO.

Summary:
- HOMO-LUMO gap (eV) = 9.3
- maximum force (eV Å⁻¹) = 0.50
- relative energy (zero: lowest compared OMol25 entry of this formula, charge and spin) (kcal/mol) = 104.0
- energy (eV) = -7795.13400
- highest occupied orbital energy (eV) = -8.61

Last column: natural (NBO) charge in e.
Cartesian coordinates (Å):
1 C -0.99 -1.21 -0.35  -0.794
2 C 0.50 -1.33 -0.17  0.300
3 C 0.52 1.28 -0.71  -0.434
4 N 0.40 1.45 0.72  -0.428
5 C 0.55 0.45 1.46  0.370
6 O 0.92 -0.81 0.99  -0.530
7 H -1.30 -2.22 -0.05  0.264
8 H -1.55 -0.48 0.25  0.205
9 H -1.26 -1.12 -1.41  0.241
10 H 0.88 0.28 -1.02  0.186
11 H 1.23 2.00 -1.10  0.219
12 H -0.46 1.44 -1.18  0.213
13 H 0.56 0.50 2.55  0.188